(1)
ORCA calculation (wB97M-V/def2-TZVPD) on a molecular structure, C25H35AuN5Si at a distorted geometry.

The value obtained for the largest force on an atom is 2.1 eV/A. For the LUMO energy, the calculation gives -4.15 eV. The value obtained for the highest occupied orbital energy is -10.3 eV. For the electronic energy, the calculation gives -1672.404986 Eh. The total charge is +1.

Geometry as XYZ:
```
67
Properties=species:S:1:pos:R:3:mulliken_charge:R:1
C 3.977 -2.473 2.608 -0.712
C 0.901 4.018 -1.824 -1.106
H -1.994 4.051 -2.968 0.403
H 0.416 1.137 -4.375 0.387
H -2.556 -0.158 -1.475 0.271
H 3.098 0.010 -1.047 0.303
H 0.376 4.553 -1.027 0.337
H -1.586 -0.687 2.830 0.132
H -3.210 -1.810 -1.430 0.540
C 2.910 -2.730 1.762 -0.671
N -1.101 -1.657 -1.179 0.562
H -2.307 2.407 -3.534 0.346
N -1.498 1.045 0.997 -0.036
C 0.069 -2.874 0.591 -0.184
Si -0.092 2.536 -2.391 -0.063
C 1.677 1.921 1.363 -1.011
C -2.370 1.135 2.006 0.562
H 2.575 2.430 1.717 0.420
H 0.201 -2.251 -2.727 0.336
N -0.575 1.593 -0.997 0.696
H -2.681 -1.016 0.070 0.256
C 3.627 -0.124 2.361 -0.556
H 3.879 1.322 -0.150 0.428
H -1.923 0.583 4.021 0.398
H 4.549 -3.303 3.003 0.406
C -1.732 -3.980 -0.574 -0.694
H 1.894 3.751 -1.451 0.319
C 2.134 -1.677 1.269 0.032
H -1.162 3.448 -4.394 0.383
H 3.925 0.897 2.569 0.352
C -1.502 1.922 -0.027 0.691
C -0.808 -4.978 1.388 -0.808
H 1.140 2.580 0.685 0.154
N 0.948 -1.802 0.568 -0.358
H 0.687 -3.837 2.410 0.724
H -2.315 -5.906 0.156 0.412
H -2.447 -3.994 -1.389 0.356
N 2.018 0.676 0.643 0.642
H 1.139 0.420 -2.930 0.136
H -1.521 -2.532 -3.066 0.358
C 2.594 -0.386 1.476 0.745
C 0.937 1.367 -3.442 -1.035
H 2.685 -3.743 1.458 0.717
C -2.276 0.111 3.102 -1.520
H 2.459 1.661 -1.177 0.011
C -3.306 2.156 2.039 -0.891
H -0.805 -5.765 2.131 0.413
H 5.109 -0.968 3.656 0.428
C 4.306 -1.170 2.961 -0.895
H -0.865 -0.885 -3.123 0.217
C -3.300 3.094 1.012 -0.585
C -2.397 2.996 -0.030 -0.684
C 2.922 0.938 -0.509 -0.826
C -0.910 -2.881 -0.388 0.760
Au 0.216 -0.147 -0.256 0.885
H -4.006 2.227 2.861 0.506
C 0.048 -3.899 1.540 -0.648
H -2.388 3.718 -0.836 0.267
H 1.033 1.681 2.206 0.317
H -3.256 -0.316 3.315 0.440
C -1.529 3.165 -3.403 -1.301
H -4.015 3.907 1.023 0.450
C -1.668 -5.052 0.299 -0.849
H 1.037 4.714 -2.657 0.454
H 1.898 1.813 -3.713 0.447
C -0.802 -1.846 -2.615 -0.946
C -2.478 -1.131 -0.991 -1.016
```

---

(2)
ORCA calculation (wB97M-V/def2-TZVPD) on a molecular structure, C25H35Cl2CrN4O3Se at a distorted geometry.

The value obtained for the largest force on an atom is 5.6 eV/A. Its expectation value of S² is 4.10. For the LUMO energy (alpha / beta), the calculation gives -0.81 / -0.24 eV. As for the multiplicity: 4. The value obtained for the highest occupied orbital energy (alpha / beta) is -5.5 / -5.2 eV. For the electronic energy, the calculation gives -5784.528754 Eh.

Geometry as XYZ:
```
71
Properties=species:S:1:pos:R:3:mulliken_spin:R:1
N 2.015 -2.064 2.618 0.003
Cl -0.652 0.906 2.206 0.003
H -8.805 -0.200 1.902 -0.007
H 5.946 -5.121 0.998 0.000
H -0.865 3.181 -2.404 -0.003
H 0.645 3.411 4.241 0.000
C -3.680 0.499 0.330 -0.243
C -5.680 -0.930 0.816 -0.072
H 1.446 4.798 3.431 0.000
C 5.166 -4.405 1.279 -0.001
C 1.776 -1.166 -1.388 0.005
H 0.098 -5.269 0.967 -0.002
H -2.723 1.368 -3.243 0.015
H 2.300 3.877 4.742 0.000
H 4.764 -1.547 3.163 0.000
C -0.262 2.414 -1.881 0.063
H 1.474 1.212 3.907 0.000
H 1.385 -5.092 -0.304 0.001
C 3.169 -2.110 -3.158 0.000
H 3.112 2.940 0.960 0.000
H 4.619 -2.240 -0.712 0.000
O 1.512 -0.758 -0.238 0.020
H 0.554 2.943 -1.341 -0.002
C 0.976 -2.758 2.033 0.016
H 4.096 3.571 2.337 0.000
C 4.535 -2.429 2.570 0.000
H -4.213 1.607 -2.360 0.000
C 4.191 -1.279 -1.032 0.000
C -2.512 1.416 -1.107 0.434
C 1.611 3.793 3.874 0.000
C -3.247 1.110 -2.328 -0.003
H 0.007 -3.951 -0.258 -0.007
C 3.076 3.507 1.904 0.000
C 3.217 -2.682 2.214 0.000
H 2.038 -1.056 2.760 -0.002
Cl -1.304 -2.064 -1.069 0.006
H 3.601 -5.263 0.009 0.000
H 2.674 4.526 1.718 0.000
H -5.037 -1.762 0.536 -0.007
H -3.396 1.565 0.050 0.142
C -7.328 1.246 1.401 0.042
C 2.881 -3.726 1.366 0.000
C 3.856 -4.534 0.779 0.000
H 3.904 -0.704 -0.147 0.000
O 3.080 0.649 2.769 0.000
C -5.119 0.368 0.639 -0.002
C -7.817 -0.049 1.533 -0.070
N 1.485 -3.691 1.198 -0.010
H 0.986 -1.308 -2.148 0.000
H 3.755 -1.470 -3.834 0.000
Cr -1.142 -0.860 0.901 2.738
H 3.670 -3.086 -3.086 0.000
H -3.479 0.046 -2.413 0.014
C -1.183 1.690 -0.890 -0.017
N 2.151 2.840 2.844 -0.001
C -6.998 -1.130 1.245 0.043
H 0.234 1.723 -2.599 -0.004
H -7.359 -2.151 1.352 0.002
C 0.684 -4.567 0.353 0.001
H -5.590 2.482 0.829 -0.005
C 5.507 -3.357 2.154 -0.002
O -2.919 -0.348 0.806 0.017
N 3.003 -1.505 -1.840 -0.001
Se -0.829 -2.493 2.351 -0.001
H 2.173 -2.259 -3.592 0.000
H 4.945 -0.732 -1.618 0.000
H -7.972 2.123 1.618 0.001
H 6.545 -3.248 2.492 0.000
H -0.553 1.334 -0.050 -0.038
C 2.277 1.489 3.171 0.000
C -6.001 1.470 0.976 -0.067
```

---

(3)
ORCA calculation (wB97M-V/def2-TZVPD) on 6 unconnected molecules or ions with the total composition C25H35F5N3O20S2 at a distorted geometry.

The value obtained for the largest force on an atom is 4.5 eV/A. For the LUMO energy, the calculation gives -4.67 eV. The value obtained for the highest occupied orbital energy is -12.4 eV. For the electronic energy, the calculation gives -3938.007685 Eh. The total charge is +1.

Geometry as XYZ:
```
90
Properties=species:S:1:pos:R:3:mulliken_charge:R:1
C 8.428 -0.534 1.210 -0.294
F -3.024 -2.073 2.001 -0.271
H 1.965 6.800 0.067 0.240
C -0.916 -1.912 2.979 0.437
C -7.357 -4.490 -4.767 -0.358
O -3.882 3.972 -4.025 -0.329
H 2.929 3.962 4.349 0.394
F -1.522 -1.308 0.708 -0.264
H -2.082 -2.816 -1.848 0.214
C -7.743 -3.596 -3.616 0.086
H 9.490 -0.494 0.979 0.306
O -7.833 -5.767 -4.344 -0.339
O -5.145 -1.997 -2.392 -0.277
C -3.435 4.869 -4.944 0.659
O -3.654 4.421 -6.209 -0.333
H 1.471 3.201 5.009 0.360
N 2.034 -1.778 -0.071 0.912
H 4.844 -1.456 3.759 0.350
C 1.824 -2.683 0.833 -0.994
C -4.632 2.975 -4.722 0.105
H 1.079 -2.440 -1.586 0.378
H 3.130 -0.654 3.845 0.163
O -3.070 -1.337 -2.924 -0.333
C 2.446 7.449 0.802 -0.327
H 8.845 0.495 3.081 0.264
C 2.352 -0.374 0.208 -0.904
H 0.917 2.691 0.620 0.337
H 7.721 1.359 2.015 0.295
O 6.964 -0.337 2.960 -0.330
O 0.431 -4.287 3.027 -0.623
H 1.347 4.283 3.573 0.258
C -4.253 -2.911 -1.749 -0.446
C 3.263 6.168 2.462 0.682
H -7.978 -2.582 -3.933 0.323
O 3.609 6.790 1.308 -0.323
O 1.066 -2.642 4.518 -0.670
C 7.105 -1.646 2.644 0.725
C -1.746 -2.189 1.678 0.800
H -3.202 2.412 -6.260 0.258
O -2.920 5.904 -4.676 -0.516
C -4.072 3.057 -6.119 -0.330
O 3.959 5.399 3.045 -0.508
H -5.691 3.236 -4.681 0.234
F -0.667 -0.627 3.149 -0.201
C 3.777 -1.457 3.482 -0.859
C 3.241 -2.415 2.769 -0.123
C 2.244 2.309 3.212 0.836
H 2.002 -5.922 1.777 0.212
H 0.567 0.736 -0.547 0.428
H 0.443 0.045 1.103 -0.282
H 2.709 8.389 0.324 0.303
O 8.060 -1.825 1.704 -0.336
C 1.965 3.535 4.082 -1.251
C -8.833 -5.556 -3.442 0.605
O 6.466 -2.527 3.134 -0.579
H -4.593 -3.142 -0.741 0.405
F -1.597 -3.410 1.177 -0.246
C -4.396 -1.173 -3.172 0.525
C 1.525 1.880 1.044 -0.764
H 2.918 -0.002 -0.659 0.378
S 0.662 -2.877 3.177 1.190
H 0.542 7.595 1.841 0.300
H 2.990 -0.255 1.095 0.210
H -6.282 -4.514 -4.940 0.277
F -1.675 -2.260 3.993 -0.239
H 2.601 2.043 0.893 0.467
N 1.915 -2.256 2.184 1.023
S 2.739 -5.143 0.929 -0.126
O 2.020 6.541 2.864 -0.340
C -2.946 -2.157 -1.765 0.129
O 1.975 -2.120 -1.386 -0.385
H -7.858 -4.216 -5.698 0.270
H -4.810 2.825 -6.883 0.315
H 0.611 -4.279 0.513 0.392
H 1.835 8.571 2.562 0.262
N 1.575 -3.984 0.369 -0.180
C 1.112 0.533 0.384 0.285
H -6.977 -3.555 -2.842 -0.043
H -4.212 -3.835 -2.329 0.316
O -8.898 -4.244 -3.087 -0.348
C 8.044 0.375 2.350 -0.306
C 1.610 7.638 2.042 -0.294
O 3.319 1.832 3.241 -0.452
H 7.861 -0.329 0.300 0.236
O -9.548 -6.403 -3.023 -0.498
H -2.824 -1.518 -0.898 0.018
H -4.491 1.996 -4.271 -0.042
O 1.234 1.762 2.447 -0.293
H 3.817 -3.338 2.688 0.333
O -4.838 -0.408 -3.963 -0.540
```